Formula: C17H33N8O14
Source: the OMol25 dataset
Level of theory: ωB97M-V with the def2-TZVPD basis set

The geometry in XYZ format:
```
72
Properties=species:S:1:pos:R:3:forces:R:3
C 0.525703 2.975546 -0.824153 -0.7860 -2.1431 0.1479
C -0.358475 1.839491 -0.877308 -0.0980 1.7959 -1.2742
N -1.584232 1.751120 -1.670149 1.8248 -0.8404 1.1553
C -1.249726 1.537921 -3.137450 0.5184 0.5800 1.3224
C 0.133012 0.721413 -3.235382 1.2417 -0.9298 -1.0196
C 0.058587 -0.799890 -2.861449 3.9572 1.6472 -1.1485
C 1.366142 -1.641828 -2.895250 -0.7444 4.0697 -0.6556
C 2.710024 -0.939361 -3.296734 -3.0157 1.5122 -0.0316
C 2.746575 0.565411 -3.686504 -2.9941 -1.7493 1.0569
C 1.435808 1.443985 -3.670177 0.6136 -3.8490 0.8189
C 1.559768 2.972988 -4.091819 -0.3044 -0.0241 -0.3675
H 1.653392 2.723109 -0.794016 -1.8010 0.7351 0.8428
H 0.156165 4.050399 -0.870618 0.5671 -1.6003 -0.8093
H -0.052400 0.897366 -0.276941 -0.0746 1.2066 -1.0629
H -2.118132 0.966793 -3.644982 1.3881 0.6800 0.7519
H -1.204876 2.584504 -3.598278 0.3364 -1.5409 -0.1490
H -0.957718 -1.233906 -2.562548 1.7509 0.7524 -0.4492
H 1.294527 -2.737442 -2.586412 0.4116 1.6905 -0.5761
H 3.640310 -1.600303 -3.290047 -1.4339 1.3841 -0.1195
H 3.749962 1.045236 -3.973022 -1.7088 -0.8338 0.4845
H 0.547788 3.522131 -4.157340 1.5977 -1.1618 0.3210
H 2.027050 3.095213 -5.144138 -0.6546 -0.4765 1.6794
H 2.223819 3.563651 -3.369621 -0.9321 -0.9798 -0.8532
C 4.240333 -2.450681 0.960195 -0.2446 0.0375 -0.0848
N 4.779273 -1.718066 -0.214803 -0.1002 0.0622 -0.2498
O 4.613705 -2.220382 -1.313391 0.4090 0.2835 0.5875
O 5.350888 -0.661366 0.008223 -0.1139 -0.4372 -0.2019
H 3.762548 -3.363353 0.615915 0.1381 0.2772 -0.0334
H 5.076704 -2.678492 1.616974 -0.1465 0.0834 -0.1341
H 3.517648 -1.798577 1.450169 0.1296 -0.0075 -0.0269
C -4.585318 1.133856 -0.749381 0.0319 0.1848 0.1857
N -5.420775 0.187664 0.036608 0.1355 0.1864 -0.3095
O -6.175248 0.662199 0.877438 0.0129 -0.5860 -0.0685
O -5.295764 -1.000721 -0.213015 -0.4051 0.4617 0.4032
H -4.801985 2.148511 -0.421439 -0.0040 -0.2171 0.0315
H -3.536712 0.884975 -0.566131 0.1680 0.0965 -0.4042
H -4.843096 1.004753 -1.799676 0.2080 -0.1491 0.1061
C 3.741181 -6.653622 3.300931 0.1702 -0.2860 0.1000
N 3.760566 -5.334578 2.617740 0.1502 0.2637 -0.1337
O 4.802466 -4.996283 2.081531 -0.5201 -0.4399 0.3127
O 2.728245 -4.685450 2.644597 0.5266 -0.2513 -0.0298
H 4.720801 -7.116673 3.197298 -0.1165 0.1721 -0.0405
H 3.507005 -6.476511 4.349967 -0.1062 0.0030 -0.1553
H 2.974386 -7.260778 2.821250 -0.0163 0.1396 0.1288
C -5.234768 -0.191440 3.933386 -0.1449 0.1647 0.2120
N -3.756718 -0.036134 3.942735 0.2210 0.0171 -0.1131
O -3.215495 0.127867 5.027013 -0.0262 -0.0551 -0.4649
O -3.191119 -0.084008 2.864261 -0.1847 0.0321 0.6463
H -5.601308 -0.128518 4.955946 0.1584 -0.0453 -0.1462
H -5.646059 0.613800 3.326404 0.0931 -0.1998 -0.0758
H -5.459266 -1.165187 3.502949 0.1296 0.2021 -0.0630
C 6.588912 -0.931118 4.357662 0.1879 0.3032 -0.0103
N 6.385136 -2.348217 3.959679 0.1054 -0.2654 -0.0733
O 7.335499 -2.935696 3.469119 -0.5457 0.1173 0.2142
O 5.276985 -2.820704 4.153408 0.5279 0.1249 -0.0273
H 7.614041 -0.646376 4.128249 -0.1535 -0.1506 -0.0228
H 5.883687 -0.325670 3.788903 -0.0189 -0.1017 0.1275
H 6.398561 -0.859918 5.427898 -0.1315 -0.0145 -0.1479
C 0.753868 7.722146 -4.477976 0.2199 0.2596 0.0829
N 0.552850 6.310253 -4.894844 -0.0257 -0.4722 -0.1074
O 1.504711 5.731964 -5.393577 -0.4866 0.3353 0.1188
O -0.552931 5.833776 -4.706226 0.5590 0.2676 -0.1771
H 1.778357 8.012263 -4.704190 -0.1393 -0.1494 0.0018
H 0.047034 8.333620 -5.037615 -0.0238 -0.1095 0.1541
H 0.564310 7.778394 -3.406678 -0.1139 -0.0135 -0.1430
C -8.791207 -2.067394 2.197278 -0.0614 -0.2511 -0.2731
N -8.043609 -1.559806 3.376058 -0.0269 0.0825 0.1080
O -7.403142 -2.371058 4.026905 -0.2893 0.4279 -0.1315
O -8.125500 -0.365139 3.606001 0.0514 -0.6778 0.0573
H -8.628090 -3.140295 2.113879 0.0553 0.1802 0.1041
H -9.846216 -1.848530 2.358408 0.1435 0.1156 -0.0383
H -8.408445 -1.548850 1.318305 -0.0461 0.0734 0.1401
```
Forces are in eV/Å.

For the LUMO energy, the calculation gives 0.0581 Eh. As for the highest occupied orbital energy: -2.25 eV. The net charge is -1.